Model i:
# C5H15NO

A cluster of 2 separate species, C5H15NO in total (ωB97M-V/def2-TZVPD, OMol25).

Values from the calculation:
Total charge: 0
M, g/mol: 105.181
SMILES: CC[C@H](C)CN.O
Orbital gap, eV: 10.04
E_HOMO, Eh: -0.338

Bonds (Å) are listed after each position.
CARTESIAN COORDINATES (ANGSTROEM)
1 C 1.318 1.848 0.379  C2 1.645, H7 1.104, H8 1.097, H9 1.067
2 C 0.673 0.408 -0.083  C1 1.645, C3 1.514, H10 1.076, H11 1.137
3 C -0.659 -0.045 0.477  C2 1.514, C4 1.611, C5 1.540, H12 1.027
4 C -0.698 0.348 2.039  C3 1.611, H13 1.074, H14 1.037, H15 1.101
5 C -1.346 -1.389 0.173  C3 1.540, N6 1.509, H16 1.047, H17 1.126
6 N -2.818 -1.118 -0.018  C5 1.509, H18 1.026, H19 1.120
7 H 2.225 2.128 -0.185  C1 1.104
8 H 1.545 1.951 1.448  C1 1.097
9 H 0.723 2.713 0.187  C1 1.067
10 H 1.449 -0.322 0.069  C2 1.076
11 H 0.650 0.462 -1.218  C2 1.137
12 H -1.182 0.780 0.159  C3 1.027
13 H -1.184 1.306 2.076  C4 1.074
14 H 0.288 0.360 2.358  C4 1.037
15 H -1.264 -0.453 2.539  C4 1.101
16 H -1.219 -2.082 0.948  C5 1.047
17 H -1.193 -1.808 -0.861  C5 1.126
18 H -2.988 -0.900 -1.006  N6 1.026
19 H -3.193 -2.159 0.154  N6 1.120
20 O 2.705 -0.870 -3.311  H21 0.950, H22 0.983
21 H 2.535 0.028 -3.054  O20 0.950
22 H 3.636 -1.185 -3.269  O20 0.983

Calculated atomic charges, method Mulliken, unit e:
1. C -1.198
2. C -0.669
3. C 0.508
4. C -1.274
5. C -0.617
6. N -0.656
7. H 0.335
8. H 0.306
9. H 0.363
10. H 0.382
11. H 0.231
12. H 0.078
13. H 0.282
14. H 0.308
15. H 0.372
16. H 0.390
17. H 0.336
18. H 0.251
19. H 0.267
20. O -0.645
21. H 0.330
22. H 0.320

Model ii:
# C5H15NO

A cluster of 2 separate species, C5H15NO in total (ωB97M-V/def2-TZVPD, OMol25).

Values from the calculation:
Total charge: 0
M, g/mol: 105.181
SMILES: CCN(C)CC.O
Orbital gap, eV: 8.54
E_HOMO, Eh: -0.286

Bonds (Å) are listed after each position.
CARTESIAN COORDINATES (ANGSTROEM)
1 C 0.226 -0.099 2.529  C2 1.511, H7 1.088, H8 1.098, H9 1.074
2 C -0.188 0.490 1.201  C1 1.511, N3 1.447, H10 1.101, H11 1.091
3 N -0.548 -0.500 0.209  C2 1.447, C4 1.435, C5 1.437
4 C -1.904 -0.970 0.203  N3 1.435, H12 1.090, H13 1.098, H14 1.091
5 C 0.122 -0.521 -1.063  N3 1.437, C6 1.530, H15 1.090, H16 1.094
6 C 0.365 -1.943 -1.572  C5 1.530, H17 1.079, H18 1.094, H19 1.093
7 H 0.560 0.653 3.239  C1 1.088
8 H -0.629 -0.604 2.997  C1 1.098
9 H 0.923 -0.895 2.347  C1 1.074
10 H -1.000 1.232 1.261  C2 1.101
11 H 0.625 1.069 0.761  C2 1.091
12 H -2.011 -2.046 0.346  C4 1.090
13 H -2.404 -0.727 -0.745  C4 1.098
14 H -2.483 -0.400 0.931  C4 1.091
15 H 1.043 0.060 -1.013  C5 1.090
16 H -0.510 -0.074 -1.836  C5 1.094
17 H 1.100 -2.479 -0.991  C6 1.079
18 H -0.563 -2.521 -1.532  C6 1.094
19 H 0.705 -1.970 -2.611  C6 1.093
20 O 1.518 2.969 -1.364  H21 0.973, H22 0.963
21 H 1.835 3.740 -0.863  O20 0.973
22 H 2.259 2.354 -1.379  O20 0.963

Calculated atomic charges, method Mulliken, unit e:
1. C -1.171
2. C -0.391
3. N 0.206
4. C -1.216
5. C -0.266
6. C -1.207
7. H 0.400
8. H 0.269
9. H 0.319
10. H 0.448
11. H 0.131
12. H 0.258
13. H 0.381
14. H 0.441
15. H 0.115
16. H 0.295
17. H 0.318
18. H 0.301
19. H 0.382
20. O -0.640
21. H 0.312
22. H 0.316

Out of the structures above, which one is the most stable? Solution: model ii.